No. 1
Below is a cluster of 2 separate species, C3H9N2S in total at a distorted geometry, with properties calculated with ωB97M-V/def2-TZVPD.

Geometry (Å):
C (0.71158, 0.39286, -1.02718)
C (1.94224, 0.30658, 0.92688)
C (-1.45111, -0.61062, -0.35719)
N (1.10995, 0.98904, 0.13771)
N (-1.19287, -1.56321, 0.59569)
S (-2.16052, 0.89297, 0.15006)
H (1.28323, -0.42460, -1.43093)
H (0.18226, 1.11126, -1.55294)
H (2.35905, -0.73165, 0.68773)
H (2.23780, 0.84632, 1.76341)
H (-1.51307, -0.87961, -1.32184)
H (0.59760, 1.86043, 0.31215)
H (-0.47202, -2.24936, 0.60929)
H (-1.27040, -1.40106, 1.57171)
H (-2.36373, 1.46065, -1.06456)

Values from the calculation:
Largest force on an atom = 0.088 hartree/bohr
HOMO (spin up / spin down) = -11.701 / -11.639 eV
LUMO energy (spin up / spin down) = -4.761 / -4.750 eV
Gap between HOMO and LUMO (spin up / spin down) = 6.94 / 6.89 eV
Total charge = +1

---

No. 2
Below is a structure of composition C5H9LiO3 at a distorted geometry, with properties calculated with ωB97M-V/def2-TZVPD.

Geometry (Å):
H (2.83306, -1.25411, -1.79870)
O (-1.19007, 0.79613, 0.08958)
Li (-0.59281, 3.91026, 0.41560)
O (0.38371, 2.33063, 0.25280)
C (0.07958, 1.14660, 0.13786)
O (0.91569, 0.16153, 0.04868)
C (2.34514, 0.38320, 0.02734)
C (-1.55794, -0.59408, 0.19490)
C (-3.05595, -0.67447, 0.34900)
H (-1.21484, -1.11482, -0.70862)
H (-1.03954, -1.03119, 1.05803)
H (-3.56715, -0.12451, -0.45211)
H (-3.35891, -1.72881, 0.29244)
H (-3.37526, -0.27252, 1.31956)
C (3.01933, -0.79766, -0.38935)
H (2.55107, 1.28825, -0.55912)
H (4.11006, -0.69419, -0.38148)
H (2.71483, -1.73025, 0.10359)

Values from the calculation:
Largest force on an atom = 0.062 hartree/bohr
2S+1 = 2
HOMO (spin up / spin down) = -0.742 / -2.066 eV
LUMO energy (spin up / spin down) = 2.966 / 3.167 eV
Gap between HOMO and LUMO (spin up / spin down) = 3.71 / 5.23 eV
Total charge = -1

---

No. 3
Below is a cluster of 2 separate species, CH5Cl3Si2 in total at a distorted geometry, with properties calculated with ωB97M-V/def2-TZVPD.

Geometry (Å):
C (1.41964, 0.76519, 1.37095)
Si (-0.60315, -1.32691, 0.32440)
Si (-1.15673, 0.06803, -1.42055)
Cl (0.59277, 2.29462, 1.52675)
Cl (2.65249, 0.80061, 0.13184)
Cl (-0.07266, -0.48637, -3.03963)
H (1.85409, 0.47368, 2.32192)
H (-1.43413, -1.45353, 1.52058)
H (0.18389, -2.55047, 0.19742)
H (-2.56853, -0.05209, -1.81683)
H (-0.86768, 1.46723, -1.11685)

Values from the calculation:
Largest force on an atom = 0.051 hartree/bohr
2S+1 = 3
HOMO (spin up / spin down) = -6.966 / -10.532 eV
LUMO energy (spin up / spin down) = 0.626 / -2.082 eV
Gap between HOMO and LUMO (spin up / spin down) = 7.59 / 8.45 eV

---

Q: The lowest largest force on an atom belongs to which entry?
A: CH5Cl3Si2

---

Q: Which value of largest force on an atom does entry 2 give?
A: 0.062 hartree/bohr

---

Q: Look up the largest force on an atom of the second one.
A: 0.062 hartree/bohr

---

Please write out number 2 again, unchanged.
Below is a structure of composition C5H9LiO3 at a distorted geometry, with properties calculated with ωB97M-V/def2-TZVPD.

Geometry (Å):
H (2.83306, -1.25411, -1.79870)
O (-1.19007, 0.79613, 0.08958)
Li (-0.59281, 3.91026, 0.41560)
O (0.38371, 2.33063, 0.25280)
C (0.07958, 1.14660, 0.13786)
O (0.91569, 0.16153, 0.04868)
C (2.34514, 0.38320, 0.02734)
C (-1.55794, -0.59408, 0.19490)
C (-3.05595, -0.67447, 0.34900)
H (-1.21484, -1.11482, -0.70862)
H (-1.03954, -1.03119, 1.05803)
H (-3.56715, -0.12451, -0.45211)
H (-3.35891, -1.72881, 0.29244)
H (-3.37526, -0.27252, 1.31956)
C (3.01933, -0.79766, -0.38935)
H (2.55107, 1.28825, -0.55912)
H (4.11006, -0.69419, -0.38148)
H (2.71483, -1.73025, 0.10359)

Values from the calculation:
Largest force on an atom = 0.062 hartree/bohr
2S+1 = 2
HOMO (spin up / spin down) = -0.742 / -2.066 eV
LUMO energy (spin up / spin down) = 2.966 / 3.167 eV
Gap between HOMO and LUMO (spin up / spin down) = 3.71 / 5.23 eV
Total charge = -1